# 1
Entry from the OMol25 dataset: a single C9H17N3O5 molecule at a distorted geometry (the ωB97M-V functional and the def2-TZVPD basis).

Each line ends with the natural charge from an NBO analysis.
Geometry (Å):
1 H 3.2235 -1.3559 -2.2052  0.38
2 H -4.2590 -1.4049 3.8501  0.40
3 H 0.9217 1.5424 -2.4172  0.14
4 C -1.6394 -0.1283 0.9541  -0.39
5 H 3.1671 3.1493 -1.0603  0.22
6 H 2.8186 1.0393 -3.7339  0.49
7 H 1.7156 3.8605 -1.8714  0.23
8 C -2.4357 -0.8031 2.0558  -0.51
9 H 0.0400 0.5486 -0.8983  0.40
10 H -2.1293 -0.2504 -0.0054  0.22
11 H -1.5759 0.9539 1.1283  0.24
12 H -2.5420 -1.8979 1.8562  0.24
13 O -0.4306 -2.9841 1.2211  -0.67
14 O 0.1023 -2.3602 -0.8718  -0.62
15 N 0.5470 0.2210 -0.0682  -0.62
16 C -3.8285 -0.1931 2.1685  0.68
17 O 2.6701 1.9334 -3.3862  -0.72
18 C 2.5541 0.4658 -1.5043  -0.17
19 H 1.5333 2.8907 -0.3906  0.21
20 O 2.5179 -0.6422 0.6156  -0.61
21 H 0.3103 -0.6439 1.7744  0.24
22 C -0.1878 -0.6405 0.8222  -0.16
23 H -5.5209 -0.3152 3.3162  0.41
24 N 2.5322 -0.6221 -2.4846  -0.84
25 O -4.2253 0.6813 1.4190  -0.61
26 H -0.4144 -3.8544 0.7562  0.50
27 C 2.1026 2.9715 -1.3368  -0.63
28 C -0.1487 -2.0725 0.2898  0.79
29 C 1.9730 1.7286 -2.1847  0.10
30 C 1.9032 -0.0027 -0.2118  0.69
31 H 3.6115 0.6469 -1.2840  0.22
32 N -4.6070 -0.7166 3.1523  -0.83
33 H -1.9099 -0.6949 3.0214  0.23
34 H 1.6104 -1.0504 -2.4862  0.38

SMILES string	C[C@@H](O)[C@H](N)C(=O)N[C@@H](CCC(N)=O)C(=O)O
net charge	0
HOMO energy	-9.5	eV
LUMO energy	0.40	eV
energy relative to the best compared isomer or geometry (same formula, charge and spin)	0.0	kJ/mol
total energy	-893.68542	Ha

***

# 2
Entry from the OMol25 dataset: 2 unconnected molecules or ions with the total composition C7H11N3O3 at a distorted geometry (the ωB97M-V functional and the def2-TZVPD basis).

Each line ends with the natural charge from an NBO analysis.
Geometry (Å):
1 O -1.2204 0.8385 -0.2197  -0.60
2 H -3.8263 0.0143 2.4883  0.21
3 H -1.8831 -0.0100 2.8733  0.18
4 H -2.5560 -2.1068 -1.0873  0.23
5 C 1.6180 1.6932 -0.3558  -0.40
6 H -2.3978 1.1521 1.6630  0.24
7 C 2.9811 1.6643 0.0563  0.62
8 O 3.4820 -1.8242 -0.4487  -0.60
9 H -1.0120 -1.5433 -1.7734  0.22
10 C -2.7771 0.0645 1.9814  -0.44
11 C 0.9542 0.6020 -0.7072  0.08
12 N 3.5448 0.4369 0.3395  -0.64
13 C -1.9256 -0.1582 -0.2549  0.70
14 O 3.5622 2.7001 0.2406  -0.59
15 N -2.6958 -0.6514 0.8277  -0.64
16 N 1.5988 -0.6663 -0.5890  -0.63
17 H 1.1286 2.6395 -0.1009  0.25
18 H 4.5570 0.4297 0.3228  0.42
19 H -2.9064 -1.6233 0.9624  0.40
20 H -2.3363 -0.7208 -2.2909  0.25
21 H -0.0358 0.3863 -0.9809  0.24
22 H 1.2188 -1.3695 -1.2576  0.41
23 C -2.0047 -1.1796 -1.4171  -0.71
24 C 2.9317 -0.7679 -0.2722  0.79

SMILES string	O=c1cc[nH]c(=O)[nH]1.CNC(C)=O
net charge	0
HOMO energy	-9.0	eV
LUMO energy	0.29	eV
energy relative to the best compared isomer or geometry (same formula, charge and spin)	238.9	kJ/mol
total energy	-663.26805	Ha

***

# 3
Entry from the OMol25 dataset: a gas-phase ion, C4H13N3 (charge -1) at a distorted geometry (the ωB97M-V functional and the def2-TZVPD basis).

Each line ends with the natural charge from an NBO analysis.
Geometry (Å):
1 H -0.0262 -0.8042 2.1640  0.15
2 H -0.0410 -2.2950 1.2164  0.15
3 N -2.2867 1.8482 -1.3250  -0.90
4 C -0.0826 0.6539 -1.4887  -0.25
5 H 1.6824 -1.3571 -0.2931  0.15
6 H -0.5229 2.5984 -2.1408  0.16
7 C -0.8460 1.9493 -1.3142  -0.24
8 H -0.5439 0.0710 -2.2855  0.17
9 H -0.8918 -0.7281 -0.2585  0.35
10 N -0.0678 -0.1445 -0.2815  -0.68
11 H -2.7267 1.2580 -0.6478  0.36
12 C 0.5950 -1.4840 1.5710  -0.76
13 N 1.7056 -1.9950 2.3371  -0.92
14 H 1.7258 0.0994 0.7088  0.16
15 H 1.9319 -1.2861 3.0430  0.32
16 C 1.0877 -0.7180 0.3642  -0.25
17 H 0.9338 0.9338 -1.7780  0.18
18 H -2.7230 1.8515 -2.2277  0.35
19 H 1.3872 -2.7747 2.9135  0.31
20 H -0.5455 2.5069 -0.4259  0.19

net charge	-1
HOMO energy (alpha / beta)	1.4 / -4.8	eV
LUMO energy (alpha / beta)	3.82 / 3.67	eV
spin multiplicity	2
energy relative to the best compared isomer or geometry (same formula, charge and spin)	60.7	kJ/mol
total energy	-324.38701	Ha